[1]
18
Properties=species:S:1:pos:R:3 method="wB97M-V/def2-TZVPD" orbital_gap_ev=10.13 charge=0 de_lowest_kj_mol=448.0 multiplicity=1 e_homo_ev=-9.40 e_tot_ev=-11382.2599 smiles="NN(O)C=O.C=CC" largest_force_ha_per_bohr=0.029
N -0.34122 -1.31563 -1.98187
N 0.61072 -1.22912 -0.96877
O 0.55873 -2.27245 -0.05037
C 1.52850 -0.25734 -0.86926
O 1.59105 0.66440 -1.64470
H 0.08489 -1.00146 -2.85759
H -1.13343 -0.70261 -1.77847
H 0.57013 -3.10551 -0.54412
H 2.21142 -0.42305 -0.02377
C -1.00275 1.72386 0.03568
C -0.22595 1.42141 1.06335
C -0.56577 0.41721 2.11368
H -0.70545 2.43793 -0.71432
H -1.97746 1.27157 -0.08865
H 0.73405 1.90112 1.16483
H -0.43756 0.84153 3.10297
H -1.59231 0.07481 2.00860
H 0.09240 -0.44669 2.03277



[2]
13
Properties=species:S:1:pos:R:3 method="wB97M-V/def2-TZVPD" orbital_gap_ev=10.53 charge=0 de_lowest_kj_mol=83.2 multiplicity=1 e_homo_ev=-9.86 e_tot_ev=-8809.6666 smiles="C[C@H](O)NC=O" largest_force_ha_per_bohr=0.032
C -0.75450 -0.14867 1.34220
C 0.23625 0.47508 0.36951
O 0.12211 1.85342 0.28033
N 0.03604 -0.14281 -1.00465
C 0.97135 -0.95768 -1.52038
O 1.96530 -1.31204 -0.93120
H -1.77731 0.03332 1.01379
H -0.58660 -1.21998 1.40026
H -0.61225 0.28554 2.32949
H 1.26946 0.26549 0.65872
H -0.80398 2.09223 0.14350
H -0.78634 0.08479 -1.54233
H 0.72048 -1.30869 -2.53924



[3]
51
Properties=species:S:1:pos:R:3 method="wB97M-V/def2-TZVPD" orbital_gap_ev=8.38 charge=0 de_lowest_kj_mol=458.8 multiplicity=1 e_homo_ev=-8.60 e_tot_ev=-30768.5440 smiles="C=CC(N)=C(C)C.O.O.O.O.O.O.O.O.O.O.O" largest_force_ha_per_bohr=0.042
C -2.71391 -2.02318 -3.03743
C -1.71979 -1.46444 -2.37023
C -1.69145 -1.16720 -0.90728
N -1.50852 -2.33407 -0.06433
C -1.75551 0.05297 -0.38501
C -1.76962 0.36499 1.08545
C -1.79593 1.31969 -1.21593
H -2.67693 -2.43127 -4.03962
H -3.70908 -2.06283 -2.60155
H -0.75121 -1.23223 -2.81716
H -1.03027 -3.05451 -0.58911
H -2.37298 -2.69934 0.31416
H -1.78573 -0.48180 1.78099
H -2.72968 0.86436 1.26230
H -0.91486 0.95632 1.40414
H -2.66478 1.30528 -1.87540
H -1.80004 2.22831 -0.61497
H -0.83032 1.39553 -1.72626
O 0.96332 -1.55625 1.53630
H 0.16629 -1.40093 1.00392
H 1.47956 -2.26229 1.12767
O 1.33080 1.67800 -1.36931
H 2.13052 2.06663 -1.71494
H 1.20165 1.19093 -0.53792
O -0.14106 2.13964 3.58646
H -0.54651 3.00542 3.73364
H -0.11733 1.78954 4.48697
O 1.54009 1.02601 1.34338
H 1.53212 0.03774 1.35014
H 1.26832 1.33347 2.21723
O -5.06758 -1.69402 1.44775
H -4.21428 -2.13717 1.49298
H -5.04393 -0.73295 1.48741
O 1.35626 4.08405 0.10820
H 1.58389 3.57061 -0.67743
H 1.49439 3.49798 0.86740
O 2.15195 -3.55119 -0.44116
H 2.90413 -4.12130 -0.65625
H 2.40346 -2.68000 -0.76054
O 3.08037 1.09690 -3.59735
H 3.24776 0.75220 -2.70780
H 2.85950 0.41650 -4.23331
O 0.03185 1.68814 -4.34908
H -0.75776 2.23364 -4.33270
H 0.61339 1.77867 -3.58926
O 1.59920 -1.13566 4.43864
H 2.44623 -0.83762 4.79709
H 1.84508 -1.21692 3.50732
O 3.88783 -0.10720 2.41815
H 3.00777 -0.33036 2.09833
H 3.98333 0.84125 2.31529



[4]
18
Properties=species:S:1:pos:R:3 method="wB97M-V/def2-TZVPD" orbital_gap_ev="3.57 / 7.50" charge=-1 de_lowest_kj_mol=129.8 multiplicity=2 e_homo_ev="0.09 / -3.92" e_tot_ev=-17222.6756 largest_force_ha_per_bohr=0.060
C -0.65943 -2.04746 1.07941
C -0.86950 -1.20318 -0.15972
C 0.39874 -0.32627 -0.45451
C 0.92660 0.43661 0.74700
S 2.16234 1.71744 0.09447
H -1.67277 -2.49206 1.42729
H -0.49324 -1.19933 1.75075
H 0.16569 -2.81652 1.14874
H -1.16446 -1.74498 -1.14906
H -1.70701 -0.42154 -0.02410
H 1.10599 -1.03640 -0.97443
H 0.24255 0.47539 -1.10916
H 0.14503 1.03487 1.32818
H 1.19010 -0.25957 1.61041
H 1.90517 2.97006 -0.59115
H -0.82632 2.05662 -2.19028
H 0.06363 2.46910 -1.21391
O -0.91313 2.38723 -1.31993



[5]
95
Properties=species:S:1:pos:R:3 method="wB97M-V/def2-TZVPD" orbital_gap_ev=7.69 charge=-1 de_lowest_kj_mol=37.9 multiplicity=1 e_homo_ev=-5.86 e_tot_ev=-218619.2764 largest_force_ha_per_bohr=0.017
Bi -0.60766 0.08383 -0.03080
O 3.00764 2.14878 1.34535
C 2.18946 1.64575 0.58571
O 1.08335 1.11690 1.01277
C 2.50618 1.60447 -0.91163
C 2.46568 0.18267 -1.52019
C 3.37017 0.16345 -2.75785
C 2.53243 1.01605 -3.74790
C 1.26202 1.28287 -2.91965
O 1.15746 0.10455 -2.11689
C 1.54529 2.37515 -1.87013
C 0.22529 2.92380 -1.31914
O 0.00630 4.11964 -1.39685
O -0.69005 2.08411 -0.90495
H 3.50927 2.01664 -0.99105
H 2.60153 -0.63861 -0.82072
H 3.48575 -0.85730 -3.11947
H 4.35281 0.58180 -2.54946
H 2.29081 0.45010 -4.64679
H 3.02107 1.94508 -4.03805
H 0.35318 1.43250 -3.50060
H 2.04635 3.23767 -2.30265
C -3.00333 2.12621 -2.84725
C -2.74359 0.66884 -2.99171
N -2.32993 -0.15037 -2.07564
C -2.35208 -1.46894 -2.48585
C -2.73432 -1.64482 -3.77865
S -3.11268 -0.13506 -4.49387
C -2.13653 -2.53274 -1.50664
C -2.00034 -3.86119 -1.75997
S -1.98614 -4.73941 -0.29521
C -2.13532 -3.25604 0.59767
N -2.20446 -2.21179 -0.16719
C -2.15472 -3.22902 2.08118
H -2.45049 2.51912 -1.99904
H -4.07077 2.28056 -2.67419
H -2.72479 2.66667 -3.75195
H -2.85951 -2.56371 -4.32621
H -1.92082 -4.36874 -2.70686
H -2.63825 -4.11443 2.49417
H -2.67022 -2.32854 2.40868
H -1.12921 -3.17896 2.45223
F -3.83397 6.29208 2.80651
C -3.58104 5.05233 2.37791
C -4.61791 4.20957 2.01833
F -5.88247 4.64050 2.09423
C -4.34063 2.93013 1.58095
F -5.37678 2.15763 1.23042
C -3.04056 2.41697 1.50352
S -2.86554 0.74701 1.01215
C -2.02486 3.28738 1.89001
F -0.76083 2.88075 1.95102
C -2.28380 4.58436 2.30423
F -1.27976 5.38036 2.67802
C 0.87440 1.09421 4.11796
C 0.09324 0.19438 3.30296
N -0.54389 -0.51011 2.65554
H 1.71646 1.44506 3.51460
H 1.22897 0.59009 5.01532
H 0.26368 1.95440 4.39192
F 1.19087 -2.69837 3.62534
C 2.52323 -2.68102 3.73612
C 3.28401 -3.34713 2.78842
C 4.65749 -3.25941 2.93025
F 5.47795 -3.82014 2.02991
C 5.25321 -2.60977 3.99932
F 6.58304 -2.59101 4.13123
C 4.45887 -1.99075 4.94511
F 5.01423 -1.38093 5.99035
C 3.08186 -2.00954 4.80554
F 2.31864 -1.38538 5.71086
Ge 2.29572 -4.19093 1.24871
S 1.25086 -2.79306 0.09096
C 1.14948 -5.66859 2.03776
C 0.56073 -6.49840 1.09814
F 0.89164 -6.35230 -0.19620
C -0.33835 -7.49640 1.42296
F -0.89245 -8.26179 0.47678
C -0.65549 -7.70427 2.75343
F -1.51268 -8.66299 3.10103
C -0.06028 -6.92123 3.72588
F -0.33703 -7.14355 5.01475
C 0.82540 -5.92161 3.35768
F 1.40186 -5.22770 4.34766
C 3.72857 -5.34062 0.40515
C 4.36139 -4.94235 -0.76008
F 4.00532 -3.80307 -1.36075
C 5.39206 -5.66738 -1.33379
F 5.98856 -5.24224 -2.45176
C 5.81026 -6.84152 -0.73529
F 6.80028 -7.55283 -1.27437
C 5.20371 -7.26757 0.43176
F 5.61396 -8.39703 1.01974
C 4.18294 -6.51283 0.98203
F 3.65890 -6.94881 2.13955